Record 1
ORCA calculation (ωB97M-V with the def2-TZVPD basis set) on C20H14F5N3OsSSe as an isolated structure.

The geometry in XYZ format:
```
45
Properties=species:S:1:pos:R:3
Os -0.844 -0.129 0.773
S 3.445 -0.462 -0.362
C 2.631 0.035 -1.773
C 1.284 0.202 -1.594
C 0.890 -0.090 -0.265
C 1.973 -0.460 0.507
C 1.761 -0.704 1.905
C 2.695 -1.048 2.870
C 2.285 -1.199 4.181
C 0.942 -1.014 4.530
C 0.054 -0.686 3.545
N 0.450 -0.533 2.255
H 3.188 0.178 -2.686
H 0.645 0.528 -2.396
H 3.730 -1.191 2.591
H 3.007 -1.458 4.943
H 0.606 -1.114 5.552
H -0.996 -0.514 3.749
C -4.099 -4.155 -0.691
C -3.321 -2.918 -0.951
C -3.120 -2.196 -2.120
C -2.270 -1.147 -1.818
N -1.939 -1.210 -0.497
N -2.639 -2.285 0.009
C -1.872 -0.035 -2.720
H -4.873 -4.270 -1.445
H -4.567 -4.134 0.292
H -3.443 -5.025 -0.747
H -3.573 -2.398 -3.076
H -2.481 -2.611 0.950
H -1.145 -0.375 -3.457
H -1.473 0.814 -2.172
H -2.752 0.305 -3.265
F 3.551 4.571 -1.679
C 2.479 4.042 -1.135
C 2.567 3.447 0.120
F 3.723 3.414 0.760
C 1.439 2.886 0.680
F 1.530 2.309 1.882
C 0.226 2.893 0.004
Se -1.323 2.077 0.751
C 0.156 3.493 -1.244
F -0.995 3.473 -1.916
C 1.271 4.071 -1.822
F 1.199 4.624 -3.017
```

As for the spin multiplicity: 1. The relative energy (zero: lowest compared OMol25 entry of this formula, charge and spin) comes out at 0.0 kcal/mol. Its charge is +2. For the total energy, the calculation gives -4323.798970 a.u.

=====

Record 2
ORCA calculation (ωB97M-V with the def2-TZVPD basis set) on C3H6ClN3 in the gas phase in a non-equilibrium geometry.

The geometry in XYZ format:
```
13
Properties=species:S:1:pos:R:3
C 0.083 0.448 -0.828
C -1.718 0.068 0.357
C 1.157 -0.469 -0.310
N -0.045 1.844 -0.640
N -0.881 2.247 0.171
N -1.781 1.402 0.726
Cl -3.111 -0.716 -0.549
H -0.243 0.270 -1.958
H -1.724 -0.551 1.253
H 2.025 -0.496 -0.938
H 0.710 -1.383 -0.009
H 1.635 -0.039 0.588
H -2.702 1.828 0.784
```

As for the spin multiplicity: 1. The relative energy (zero: lowest compared OMol25 entry of this formula, charge and spin) comes out at 85.8 kcal/mol. For the total energy, the calculation gives -742.226473 a.u.

=====

Record 3
ORCA calculation (ωB97M-V with the def2-TZVPD basis set) on C6H15FeN3SbSe4 as an isolated structure in a non-equilibrium geometry.

The geometry in XYZ format:
```
30
Properties=species:S:1:pos:R:3
Fe -0.308 -0.276 -0.545
C -0.917 2.250 0.767
C -0.598 1.405 1.994
N -0.358 -0.014 1.672
C 0.829 -0.615 2.269
C 1.857 -1.031 1.204
N 1.845 -0.095 0.065
C 2.198 1.297 0.403
C 1.330 2.301 -0.362
N -0.071 1.900 -0.385
H -1.951 2.066 0.463
H -0.827 3.312 1.024
H 0.273 1.795 2.530
H -1.460 1.478 2.664
H -1.223 -0.538 1.917
H 1.279 0.069 2.993
H 0.560 -1.516 2.826
H 2.850 -1.134 1.658
H 1.579 -2.009 0.802
H 2.440 -0.450 -0.673
H 2.069 1.429 1.473
H 3.251 1.494 0.185
H 1.473 3.301 0.064
H 1.678 2.333 -1.398
H -0.525 2.256 -1.219
Se -3.239 -0.912 2.789
Sb -4.367 -0.202 0.712
Se -2.481 -0.655 -1.242
Se -4.626 2.185 0.455
Se -6.127 -1.665 0.024
```

As for the spin multiplicity: 5. The relative energy (zero: lowest compared OMol25 entry of this formula, charge and spin) comes out at 25.3 kcal/mol. Its charge is -1. As for the expectation value of S²: 6.02. For the total energy, the calculation gives -11511.686724 a.u.

=====

Record 4
ORCA calculation (ωB97M-V with the def2-TZVPD basis set) on C5H12O in the gas phase in a non-equilibrium geometry.

The geometry in XYZ format:
```
18
Properties=species:S:1:pos:R:3
C 0.332 1.385 1.485
C 0.750 0.069 0.829
C 0.294 -0.123 -0.627
C 0.795 -1.457 -1.173
C -1.205 0.028 -0.801
O -1.957 -0.622 0.213
H -0.747 1.416 1.676
H 0.592 2.249 0.861
H 0.830 1.514 2.452
H 1.846 -0.005 0.845
H 0.372 -0.767 1.430
H 0.705 0.693 -1.238
H 0.389 -2.296 -0.595
H 0.496 -1.590 -2.219
H 1.887 -1.503 -1.123
H -1.551 -0.296 -1.790
H -1.469 1.101 -0.708
H -2.358 0.205 0.482
```

As for the spin multiplicity: 1. As for the SMILES: CC[C@@H](C)CO. The relative energy (zero: lowest compared OMol25 entry of this formula, charge and spin) comes out at 14.6 kcal/mol. For the total energy, the calculation gives -272.925396 a.u.

=====

Record 5
ORCA calculation (ωB97M-V with the def2-TZVPD basis set) on C37H36N6O4Pb as an isolated structure.

The geometry in XYZ format:
```
84
Properties=species:S:1:pos:R:3
Pb 1.809 1.266 -0.616
C 2.251 1.315 -4.234
O 0.920 1.346 -3.718
C -0.076 1.177 -4.621
C 0.161 1.059 -5.986
C -0.874 0.820 -6.874
C -2.174 0.644 -6.422
C -2.439 0.757 -5.076
C -1.410 1.055 -4.182
N -1.792 1.285 -2.844
N -2.719 0.702 -2.217
C -2.913 1.363 -1.064
C -2.021 2.440 -1.052
O -1.301 2.385 -2.183
C -1.980 3.383 -0.024
C -2.890 3.205 0.981
C -3.802 2.108 1.034
C -4.705 1.966 2.106
C -5.559 0.892 2.161
C -5.546 -0.077 1.148
C -4.690 0.037 0.078
C -3.820 1.131 0.006
H 2.407 2.084 -4.990
H 2.906 1.516 -3.390
H 2.490 0.333 -4.645
H 1.168 1.145 -6.365
H -0.655 0.768 -7.931
H -2.974 0.440 -7.118
H -3.446 0.640 -4.700
H -1.289 4.214 -0.034
H -2.923 3.934 1.782
H -4.721 2.717 2.887
H -6.246 0.789 2.990
H -6.223 -0.920 1.202
H -4.667 -0.706 -0.709
C 3.578 -2.466 1.552
C 3.316 -1.120 0.957
N 2.257 -0.875 0.257
N 1.367 -1.864 0.034
C 0.292 -1.487 -0.644
O 0.007 -0.276 -0.954
C -0.607 -2.583 -1.066
C -1.446 -2.388 -2.161
C -2.197 -3.438 -2.661
C -2.132 -4.686 -2.058
C -1.328 -4.876 -0.941
C -0.564 -3.834 -0.448
C 4.291 -0.029 1.133
C 5.423 -0.193 1.925
C 6.340 0.842 2.028
C 6.105 2.019 1.338
C 4.945 2.118 0.589
N 4.059 1.131 0.495
H 3.444 -2.443 2.637
H 4.599 -2.783 1.343
H 2.885 -3.185 1.130
H -1.475 -1.416 -2.637
H -2.833 -3.288 -3.523
H -2.697 -5.514 -2.466
H -1.300 -5.842 -0.454
H 0.079 -3.978 0.408
H 5.586 -1.122 2.451
H 7.225 0.725 2.638
H 6.806 2.840 1.377
H 4.716 3.030 0.048
O 0.992 1.761 1.474
C 0.518 1.151 2.466
C 0.954 1.519 3.853
C 1.789 0.381 4.477
C 0.944 -0.730 5.103
C 0.078 -1.505 4.109
C -0.939 -0.621 3.386
N -0.338 0.156 2.302
H 0.091 1.734 4.488
H 1.551 2.424 3.766
H 2.417 0.823 5.251
H 2.461 -0.035 3.718
H 0.300 -0.290 5.870
H 1.609 -1.431 5.610
H -0.470 -2.276 4.653
H 0.704 -2.007 3.367
H -1.402 0.065 4.100
H -1.733 -1.224 2.951
H -0.525 -0.133 1.349
```

As for the spin multiplicity: 1. The relative energy (zero: lowest compared OMol25 entry of this formula, charge and spin) comes out at 0.0 kcal/mol. Its charge is +2. For the total energy, the calculation gives -2253.409640 a.u.

=====

Record 6
ORCA calculation (ωB97M-V with the def2-TZVPD basis set) on CCl2F2 as an isolated structure in a non-equilibrium geometry.

The geometry in XYZ format:
```
5
Properties=species:S:1:pos:R:3
C -0.060 -0.299 0.224
F 0.537 -0.354 1.399
F -0.311 -1.568 -0.187
Cl -1.239 0.915 0.223
Cl 1.141 0.207 -0.943
```

As for the spin multiplicity: 1. The relative energy (zero: lowest compared OMol25 entry of this formula, charge and spin) comes out at 8.6 kcal/mol. For the total energy, the calculation gives -1158.205608 a.u.

=====

Record 7
ORCA calculation (ωB97M-V with the def2-TZVPD basis set) on a 5-piece molecular cluster, C7H23N2O5 overall in a non-equilibrium geometry.

The geometry in XYZ format:
```
37
Properties=species:S:1:pos:R:3
O -0.494 0.667 -0.127
H -0.678 0.509 0.819
C 1.341 0.237 -3.560
O 0.239 -0.077 -3.954
N 2.281 0.670 -4.291
N 1.630 0.348 -2.276
H 3.117 1.006 -3.834
H 2.181 0.657 -5.296
H 0.884 0.101 -1.642
H 2.471 0.881 -2.110
C 0.995 -0.244 2.669
C 2.107 -0.610 1.738
O 1.959 0.428 0.748
H 1.045 -1.020 3.433
H -0.012 -0.153 2.260
H 1.194 0.659 3.246
H 2.011 -1.627 1.358
H 3.061 -0.463 2.244
H 1.036 0.557 0.514
C -1.009 -3.996 -1.636
C -1.379 -2.551 -1.143
O -0.251 -1.963 -0.551
H -0.594 -4.521 -0.775
H -0.297 -3.969 -2.460
H -1.926 -4.507 -1.931
H -2.321 -2.406 -0.613
H -1.580 -1.949 -2.029
H -0.439 -1.045 -0.342
C -1.172 3.083 2.741
C -2.539 2.537 2.099
O -2.355 2.544 0.725
H -1.247 3.068 3.828
H -1.076 4.115 2.402
H -0.376 2.406 2.433
H -3.315 3.200 2.482
H -2.788 1.522 2.407
H -1.705 1.904 0.425
```

As for the spin multiplicity: 1. Its charge is -1. For the total energy, the calculation gives -766.224307 a.u.

=====

Record 8
ORCA calculation (ωB97M-V with the def2-TZVPD basis set) on a 2-piece molecular cluster, C6H12NP overall in a non-equilibrium geometry.

The geometry in XYZ format:
```
20
Properties=species:S:1:pos:R:3
C 0.136 -2.605 0.880
N -0.578 -2.193 -0.065
C -0.918 -0.917 -0.416
C -1.406 0.061 0.396
C -2.081 1.259 -0.241
H 0.531 -3.539 1.081
H 0.578 -1.800 1.580
H -0.978 -0.934 -1.551
H -1.668 0.020 1.359
H -1.538 1.459 -1.274
H -3.113 1.112 -0.388
H -1.968 1.997 0.537
C 1.295 0.112 -1.433
P 2.360 -0.289 -0.227
C 1.930 1.269 0.744
H 1.194 -0.370 -2.480
H 0.572 0.952 -1.347
H 2.579 1.303 1.710
H 2.260 1.984 0.112
H 0.812 1.120 1.022
```

As for the spin multiplicity: 1. As for the SMILES: C=N/C=C/C.C=PC. The relative energy (zero: lowest compared OMol25 entry of this formula, charge and spin) comes out at 64.8 kcal/mol. For the total energy, the calculation gives -631.752148 a.u.

=====

Record 9
ORCA calculation (ωB97M-V with the def2-TZVPD basis set) on a 2-piece molecular cluster, C12H17N overall in a non-equilibrium geometry.

The geometry in XYZ format:
```
30
Properties=species:S:1:pos:R:3
C 0.330 -2.252 -1.684
C 0.283 -1.606 -0.345
C 1.163 -0.647 0.037
N 0.845 -0.190 1.288
C -0.346 -0.765 1.679
C -1.149 -0.428 2.760
C -2.351 -1.102 2.880
C -2.781 -1.992 1.883
C -2.012 -2.213 0.754
C -0.749 -1.630 0.641
H 1.309 -2.093 -2.143
H -0.359 -1.831 -2.422
H 0.191 -3.329 -1.679
H 2.020 -0.350 -0.541
H 1.239 0.559 1.831
H -0.906 0.389 3.429
H -2.867 -1.130 3.829
H -3.761 -2.445 1.965
H -2.397 -2.964 0.074
C 0.201 1.750 -1.984
C 1.240 2.809 -1.640
C 1.918 2.694 -0.294
H -0.515 1.372 -1.250
H -0.381 2.001 -2.874
H 0.640 0.785 -2.280
H 0.777 3.785 -1.728
H 1.991 2.733 -2.430
H 2.545 3.570 -0.121
H 2.624 1.861 -0.202
H 1.259 2.659 0.568
```

As for the spin multiplicity: 1. As for the SMILES: Cc1c[nH]c2ccccc12.CCC. The relative energy (zero: lowest compared OMol25 entry of this formula, charge and spin) comes out at 15.0 kcal/mol. For the total energy, the calculation gives -522.196339 a.u.

=====

Record 10
ORCA calculation (ωB97M-V with the def2-TZVPD basis set) on a 2-piece molecular cluster, C10H16O overall in a non-equilibrium geometry.

The geometry in XYZ format:
```
27
Properties=species:S:1:pos:R:3
C -2.543 1.445 -1.648
C -1.350 0.520 -1.594
C -1.245 -0.587 -2.436
C -0.062 -1.268 -2.630
C 1.092 -0.818 -1.972
O 2.292 -1.464 -2.159
C 1.053 0.341 -1.234
C -0.168 1.005 -1.052
H -2.435 2.248 -0.925
H -3.489 0.941 -1.442
H -2.662 1.869 -2.646
H -2.135 -0.872 -2.999
H 0.018 -2.233 -3.126
H 2.209 -2.007 -2.953
H 1.918 0.768 -0.741
H -0.125 1.861 -0.391
C -0.253 0.074 3.529
C 0.423 -0.086 2.151
C 1.865 -0.532 2.291
H -0.717 -0.825 3.934
H 0.505 0.309 4.282
H -0.937 0.920 3.544
H 0.352 0.881 1.650
H -0.290 -0.650 1.535
H 1.931 -1.276 3.078
H 2.442 0.345 2.588
H 2.310 -0.908 1.366
```

As for the spin multiplicity: 1. As for the SMILES: Cc1ccc(O)cc1.CCC. The relative energy (zero: lowest compared OMol25 entry of this formula, charge and spin) comes out at 26.2 kcal/mol. For the total energy, the calculation gives -465.855978 a.u.

=====

Record 11
ORCA calculation (ωB97M-V with the def2-TZVPD basis set) on C3H4S2 in the gas phase in a non-equilibrium geometry.

The geometry in XYZ format:
```
9
Properties=species:S:1:pos:R:3
C -1.150 1.247 0.417
C 0.584 -1.260 -0.328
C 0.917 0.182 -0.394
S 0.342 1.775 0.068
S 2.260 -0.743 0.206
H -1.948 1.856 0.012
H -1.393 0.366 0.838
H -0.141 -1.739 0.419
H 0.529 -1.685 -1.238
```

As for the spin multiplicity: 1. The relative energy (zero: lowest compared OMol25 entry of this formula, charge and spin) comes out at 86.6 kcal/mol. For the total energy, the calculation gives -912.922425 a.u.

=====

Record 12
ORCA calculation (ωB97M-V with the def2-TZVPD basis set) on C22H26AuN6O2 as an isolated structure in a non-equilibrium geometry.

The geometry in XYZ format:
```
57
Properties=species:S:1:pos:R:3
Au -0.056 0.058 0.324
C 0.946 -1.485 -2.584
C 1.708 -0.236 -2.341
C 2.798 0.099 -3.164
C 3.437 1.308 -2.984
C 2.951 2.197 -2.032
C 1.874 1.811 -1.239
N 1.319 0.592 -1.384
C 1.293 2.680 -0.217
C 1.430 4.072 -0.194
C 0.769 4.787 0.794
C 0.021 4.125 1.757
C -0.060 2.729 1.697
N 0.556 2.080 0.712
C -0.779 1.884 2.654
C -1.136 2.326 3.924
C -1.750 1.436 4.798
C -2.051 0.163 4.361
C -1.700 -0.218 3.057
C -2.076 -1.561 2.546
N -1.043 0.619 2.270
H 0.498 -1.432 -3.576
H 0.153 -1.612 -1.852
H 1.599 -2.355 -2.574
H 3.106 -0.588 -3.938
H 4.294 1.574 -3.588
H 3.430 3.151 -1.879
H 2.005 4.586 -0.950
H 0.824 5.865 0.807
H -0.507 4.682 2.518
H -0.925 3.335 4.238
H -1.988 1.741 5.808
H -2.570 -0.543 4.995
H -3.161 -1.672 2.567
H -1.678 -2.342 3.193
H -1.731 -1.711 1.525
C -6.252 -1.852 -2.124
N -4.906 -1.609 -1.702
C -4.247 -0.342 -1.847
C -2.930 -0.591 -1.085
O -2.090 0.278 -0.883
N -2.909 -1.866 -0.722
C -4.065 -2.460 -1.083
N -4.309 -3.723 -0.805
H -6.859 -0.964 -1.940
H -6.683 -2.682 -1.570
H -6.317 -2.052 -3.199
H -4.838 0.481 -1.436
H -4.004 -0.095 -2.885
H -3.598 -4.264 -0.331
H -5.151 -4.202 -1.087
C 0.586 -3.376 0.480
O 0.922 -2.029 0.824
H 0.391 -3.964 1.377
H 1.399 -3.843 -0.082
H -0.306 -3.347 -0.143
H 1.645 -2.046 1.464
```

As for the spin multiplicity: 3. Its charge is +3. As for the expectation value of S²: 2.05. For the total energy, the calculation gives -1467.659552 a.u.